{"formula": "C2H3NOS", "method": "ωB97M-V/def2-TZVPD", "symbols": ["S", "O", "N", "C", "C", "H", "H", "H"], "coordinates": [[0.9747, 1.1772, -0.2951], [0.1994, -1.2987, 0.4442], [-0.5404, -1.0306, -0.7253], [-0.0025, 0.0580, -1.3642], [0.1004, 0.1495, 1.0207], [0.4513, 0.2540, 2.3309], [-0.2242, -0.0565, -2.5222], [-0.9588, 0.7471, 1.1110]], "forces_ev_per_a": [[-1.144, -2.062, -0.361], [-2.183, 4.949, 2.247], [2.970, 2.195, -3.394], [-1.939, -3.658, 0.417], [0.108, 0.446, 3.731], [-0.288, -0.636, -4.543], [0.471, 1.347, 2.600], [2.005, -2.581, -0.697]], "nbo_charge": [0.211, -0.371, -0.148, -0.152, -0.283, 0.251, 0.265, 0.227], "largest_force_ev_per_a": 5.9, "spin_multiplicity": 1, "e_lumo_ev": 0.386, "total_energy_ev": -16490.30895, "orbital_gap_ha": 0.3551, "homo_ev": -9.3}

***

{"formula": "C11H27N5O3", "method": "ωB97M-V/def2-TZVPD", "symbols": ["O", "O", "O", "N", "N", "N", "N", "N", "C", "C", "C", "C", "C", "C", "C", "C", "C", "C", "C", "H", "H", "H", "H", "H", "H", "H", "H", "H", "H", "H", "H", "H", "H", "H", "H", "H", "H", "H", "H", "H", "H", "H", "H", "H", "H", "H"], "coordinates": [[-3.8877, -0.3028, 0.1433], [4.1445, -0.3890, 2.5448], [3.2975, 2.6604, -1.0680], [-2.5465, -0.0882, -0.2227], [3.9765, -2.6529, 2.3246], [2.3711, 1.0269, 0.2144], [4.7663, -1.7155, 4.2848], [4.3152, 2.0620, 0.8828], [-0.8614, 1.5922, -0.9152], [-2.3453, 1.3155, -0.6437], [-0.5377, -0.9024, -1.2586], [-2.7532, -1.5266, -2.2937], [-2.0300, -2.4521, -0.0852], [3.3334, 1.9675, -0.0496], [-3.1498, 1.6753, -1.8988], [4.3361, -1.5186, 2.9950], [-0.2514, 0.4856, -1.7878], [-2.7961, 2.2198, 0.4791], [-2.0028, -1.2036, -0.9675], [5.0662, -0.9308, 4.8269], [-2.7723, 3.2890, 0.2496], [2.4065, 0.6618, 1.1541], [-1.3497, -2.3778, 0.7643], [3.9843, -3.5120, 2.8387], [-2.1556, 2.1621, 1.3658], [4.4308, 1.3024, 1.5362], [-0.2453, 1.6933, -0.0206], [5.0761, 2.6899, 0.7222], [-3.8238, 2.0328, 0.7948], [-2.1150, -1.5046, -3.1855], [-3.6103, -0.8734, -2.4249], [-3.0777, -2.5698, -2.3838], [1.5085, 1.0205, -0.2899], [-1.8151, -3.3828, -0.6157], [3.7534, -2.6142, 1.3511], [0.0715, -1.0391, -0.3567], [0.8100, 0.5890, -2.0462], [-3.0348, -2.6461, 0.3042], [-3.8816, -0.3715, 1.1044], [-0.5757, 0.5483, -2.8395], [-0.6625, 2.5122, -1.4691], [-0.1944, -1.6586, -1.9693], [5.0204, -2.6383, 4.5829], [-4.2349, 1.5764, -1.7792], [-2.9758, 1.0557, -2.7787], [-2.9820, 2.7324, -2.1141]], "forces_ev_per_a": [[-0.467, -0.125, -0.437], [0.492, -0.544, 0.028], [0.030, -0.230, 0.597], [1.013, 0.563, 1.232], [0.538, 0.196, 0.712], [0.829, -0.298, 1.014], [-0.084, -0.485, -0.593], [-0.095, -0.344, 0.502], [1.160, -0.825, -0.957], [-0.247, 0.148, -0.608], [0.727, 0.012, 0.087], [0.058, -0.467, -0.495], [-0.645, -0.504, 0.508], [-0.394, 0.729, -1.597], [-0.802, 0.242, -0.338], [-1.014, 0.887, 0.237], [-0.072, -0.223, -1.476], [-0.289, 0.755, 1.110], [0.022, -0.738, -0.623], [0.019, 0.186, -0.045], [0.112, -0.140, -0.575], [-0.375, -0.256, -0.128], [0.008, 0.140, -0.008], [-0.055, -0.296, -0.398], [0.006, -0.451, -0.085], [0.136, 0.069, 0.100], [-0.492, -0.134, 0.442], [0.044, 0.046, -0.254], [0.059, -0.171, -0.114], [0.107, 0.775, 0.171], [-0.070, -0.161, -0.123], [-0.343, 0.137, 0.663], [0.088, 0.181, -0.134], [0.392, 0.286, -0.305], [-0.120, 0.040, -0.097], [-0.236, -0.070, 0.137], [0.159, 0.205, 0.899], [0.022, 0.300, 0.016], [0.141, -0.006, -0.073], [-0.831, 0.132, 0.307], [-0.637, 0.246, 0.192], [0.069, 0.022, 0.028], [0.159, 0.061, 0.168], [0.110, -0.026, 0.546], [0.650, 0.228, 0.052], [0.116, -0.095, -0.284]], "nbo_charge": [-0.589, -0.708, -0.684, -0.191, -0.837, -0.859, -0.838, -0.857, -0.405, 0.099, -0.393, -0.648, -0.601, 0.772, -0.644, 0.789, -0.429, -0.611, 0.098, 0.413, 0.216, 0.394, 0.205, 0.388, 0.211, 0.418, 0.203, 0.399, 0.219, 0.208, 0.223, 0.212, 0.403, 0.208, 0.419, 0.197, 0.229, 0.218, 0.470, 0.208, 0.230, 0.212, 0.384, 0.220, 0.215, 0.212], "largest_force_ev_per_a": 1.8, "spin_multiplicity": 1, "smiles": "CC1(C)CCCC(C)(C)N1O.NC(N)=O.NC(N)=O", "e_lumo_ev": 0.318, "total_energy_ev": -25438.61903, "orbital_gap_ha": 0.3180, "homo_ev": -8.3}

***

{"formula": "C4H5N3O4", "method": "ωB97M-V/def2-TZVPD", "symbols": ["O", "O", "O", "O", "N", "N", "N", "C", "C", "C", "C", "H", "H", "H", "H", "H"], "coordinates": [[0.5888, 1.7894, 0.2349], [-2.2654, -0.2902, -0.0478], [1.5537, -2.3754, 0.6647], [-1.1213, 1.5638, 1.7694], [1.6690, -0.3205, -0.2086], [-0.2807, 0.2538, -1.2586], [-0.2486, -1.0481, 0.7509], [0.9722, 0.7944, -0.7676], [-0.9526, -0.0504, -0.0184], [-0.5641, 1.2038, 0.8123], [1.0364, -1.3602, 0.4624], [1.4207, 1.2487, -1.5665], [2.5224, -0.5855, -0.6842], [-2.6625, 0.1537, 0.7219], [-0.9093, -1.7589, 1.0240], [-0.7588, 0.7819, -1.8892]], "forces_ev_per_a": [[-0.980, -1.464, 0.651], [-1.358, -0.129, -0.161], [2.247, -4.183, 1.311], [-0.969, 1.218, 1.873], [1.569, 1.020, -0.149], [1.211, -3.040, 1.592], [-1.547, -0.626, -0.054], [-2.713, -1.544, 1.295], [2.086, 2.616, 0.533], [1.287, 0.263, -2.097], [-1.283, 3.274, -1.968], [1.822, 1.229, -1.502], [-0.151, -0.025, 0.367], [0.011, -0.040, -0.144], [0.528, -0.521, 0.188], [-1.759, 1.951, -1.734]], "nbo_charge": [-0.500, -0.671, -0.585, -0.541, -0.668, -0.640, -0.661, 0.361, 0.426, 0.742, 0.799, 0.206, 0.416, 0.506, 0.423, 0.388], "largest_force_ev_per_a": 4.9, "spin_multiplicity": 1, "smiles": "O=C1N[C@H]2N[C@@](O)(N1)C(=O)O2", "e_lumo_ev": 0.510, "total_energy_ev": -16889.37438, "orbital_gap_ha": 0.3784, "homo_ev": -9.8}

***

{"formula": "AgI", "method": "ωB97M-V/def2-TZVPD", "symbols": ["I", "Ag"], "coordinates": [[-1.1389, 0.7890, -0.1619], [1.1389, -0.7890, 0.1619]], "forces_ev_per_a": [[0.262, -0.182, 0.037], [-0.262, 0.182, -0.037]], "mulliken_spin": [1.004, -0.004], "largest_force_ev_per_a": 0.3, "charge": 1, "spin_multiplicity": 2, "s_squared": 0.75, "e_lumo_ev": [-6.356, -8.665], "total_energy_ev": -12091.10030, "orbital_gap_ha": [0.3446, 0.2468], "homo_ev": [-15.7, -15.4]}